Record 1
{"formula": "C23H20O6", "method": "the ωB97M-V functional and the def2-TZVPD basis", "gap_ev": 7.38, "symbols": ["C", "H", "O", "C", "C", "C", "C", "C", "C", "H", "C", "C", "O", "C", "C", "C", "C", "C", "C", "H", "C", "C", "C", "O", "O", "C", "H", "H", "C", "C", "O", "O", "H", "H", "H", "C", "H", "H", "H", "C", "H", "H", "H", "H", "H", "H", "H", "H", "H"], "coordinates": [[-4.52757, 1.78378, -6.49098], [-5.26283, 2.54833, -6.33093], [-3.37210, 1.87185, -5.95101], [-3.24128, 1.80233, -4.51992], [-4.18563, 1.56599, -3.81212], [-4.18989, 1.48035, -2.23521], [-2.98350, 1.71764, -1.51398], [-1.83030, 1.75459, -2.52750], [-1.95353, 1.84475, -3.86408], [-1.13441, 2.17449, -4.49026], [-0.70645, 1.86163, -1.76758], [0.41831, 2.74346, -2.17093], [1.63879, 2.94092, -1.47262], [1.12993, 1.84783, -0.45688], [2.14968, 1.40430, 0.46370], [1.57250, 0.47723, 1.48001], [0.38513, -0.01941, 1.14690], [-0.48433, 0.33795, 0.18728], [-0.14828, 1.25609, -0.80729], [-1.53059, -0.17129, 0.01348], [0.02025, -1.33408, 1.98892], [0.70790, -1.70384, 3.19487], [1.98142, -1.05330, 3.22846], [2.79260, -1.26072, 4.20921], [2.42109, -0.23382, 2.17408], [0.49896, -2.78205, 3.87995], [1.33071, -2.53100, 4.79772], [-0.59261, -2.92120, 4.25179], [0.87229, -4.10889, 3.42038], [2.31638, -4.17785, 3.02557], [3.07319, -5.01701, 3.58771], [2.80291, -3.58316, 1.87474], [3.61292, -3.55455, 1.82155], [0.70101, -4.89183, 3.96199], [0.37955, -4.21431, 2.37348], [-1.55999, -2.03709, 1.78460], [-1.51397, -2.77170, 2.38727], [-1.55436, -2.26584, 0.98229], [-2.20592, -1.21571, 1.85604], [3.33545, 1.96122, 0.93092], [3.53031, 3.02386, 0.10925], [4.07894, 1.29886, 0.95903], [3.53394, 2.46813, 1.87952], [0.50443, 3.74503, -2.90482], [-2.90159, 1.41277, -0.58845], [-5.15918, 1.33142, -1.83736], [-5.33363, 1.50199, -4.17104], [-4.20039, 2.03533, -7.63671], [-4.89987, 0.61199, -6.44958]]}

=====

Record 2
{"formula": "C23H21AgF6IN3O6SSb", "method": "the ωB97M-V functional and the def2-TZVPD basis", "gap_ev": [6.32, 4.73], "total_charge": -2, "s_squared": 0.76, "spin_multiplicity": 2, "symbols": ["Ag", "C", "C", "N", "C", "C", "C", "O", "C", "C", "N", "C", "C", "C", "C", "C", "C", "I", "C", "O", "H", "H", "H", "H", "H", "H", "H", "H", "H", "H", "H", "H", "C", "C", "C", "C", "C", "C", "C", "S", "O", "O", "N", "C", "C", "O", "O", "H", "H", "H", "H", "H", "H", "H", "H", "H", "F", "Sb", "F", "F", "F", "F", "F"], "coordinates": [[-1.63199, -0.84607, -0.40391], [-0.06384, 2.61429, 2.67520], [0.90403, 1.48193, 2.54426], [2.04053, 1.55766, 3.17251], [2.90100, 0.53181, 3.08559], [2.64770, -0.61434, 2.38074], [3.60914, -1.77612, 2.49412], [4.50309, -1.81540, 1.40145], [1.42654, -0.73655, 1.66829], [1.25222, -1.85996, 0.82338], [0.14565, -2.46675, 0.47554], [0.29167, -3.71246, -0.09326], [1.43531, -4.51092, 0.13226], [1.62764, -5.72070, -0.49643], [0.66837, -6.22456, -1.35603], [-0.53117, -5.54743, -1.47089], [-0.72477, -4.34044, -0.82486], [-2.70881, -3.53347, -0.83980], [0.48345, 0.34404, 1.74584], [-0.62598, 0.37905, 1.16477], [0.24071, 3.28253, 3.47724], [-1.06251, 2.22273, 2.85740], [-0.10105, 3.15254, 1.72958], [3.82319, 0.65613, 3.63874], [3.03986, -2.71594, 2.56404], [4.17672, -1.65443, 3.43407], [4.90263, -2.68808, 1.33320], [2.19178, -2.24195, 0.41464], [2.17963, -4.17776, 0.83841], [2.53335, -6.27762, -0.30896], [0.82760, -7.14547, -1.89635], [-1.33918, -5.96078, -2.05044], [-0.02519, 5.51914, -0.40027], [-1.01480, 4.39662, -0.28376], [-2.13292, 4.50029, 0.53662], [-2.99706, 3.42701, 0.67222], [-2.76662, 2.26636, -0.04018], [-1.70399, 2.17342, -0.91599], [-0.81570, 3.23064, -1.01694], [-3.85118, 0.87775, 0.32582], [-5.19144, 1.44801, 0.37743], [-3.39084, 0.28452, 1.55953], [-3.76010, -0.25216, -0.79608], [-4.22545, 0.05136, -2.07765], [-3.17042, -0.39689, -3.23685], [-3.59764, -0.26086, -4.37155], [-2.09141, -0.81942, -2.82142], [-0.11820, 6.21471, 0.43207], [-0.17962, 6.06657, -1.33140], [0.98444, 5.11525, -0.41665], [-2.30913, 5.41118, 1.09633], [-3.85932, 3.46199, 1.32137], [-1.55276, 1.28948, -1.52688], [0.05581, 3.13402, -1.64496], [-4.43325, 1.11932, -2.22487], [-5.12305, -0.53116, -2.31960], [0.82091, -0.06339, -1.48662], [2.57732, 0.35096, -2.15274], [2.24119, 2.23685, -1.99508], [3.35730, 0.42270, -0.42291], [4.30730, 0.78166, -2.90830], [3.00333, -1.51832, -2.29747], [1.89995, 0.40686, -3.94355]]}

=====

Record 3
{"formula": "C23H21AsBrN6ReS4", "method": "the ωB97M-V functional and the def2-TZVPD basis", "e_above_lowest_kj_mol": 13.53, "gap_ev": [6.77, 5.44], "total_charge": 1, "s_squared": 3.79, "spin_multiplicity": 4, "symbols": ["Re", "Br", "C", "C", "C", "C", "C", "C", "C", "C", "C", "C", "H", "H", "H", "H", "H", "H", "S", "C", "S", "C", "C", "N", "C", "N", "N", "C", "N", "C", "C", "S", "C", "C", "S", "C", "N", "N", "H", "H", "H", "H", "H", "H", "C", "As", "C", "C", "H", "H", "H", "H", "H", "H", "H", "H", "H"], "coordinates": [[0.13466, -0.43169, -0.52485], [2.31964, 1.04445, -1.17065], [2.44904, 1.87534, 0.56107], [3.56976, 2.55337, 0.91304], [3.64576, 3.13354, 2.16104], [2.62106, 3.00301, 3.04466], [1.48455, 2.24023, 2.73969], [0.54559, 2.08088, 3.75746], [-0.48940, 1.21627, 3.57153], [-0.55980, 0.55380, 2.31944], [0.31038, 0.71995, 1.22959], [1.39201, 1.63010, 1.47541], [4.38488, 2.65130, 0.24791], [4.59482, 3.61504, 2.42898], [2.60646, 3.49651, 4.03050], [0.63512, 2.64189, 4.65557], [-1.24717, 0.98032, 4.29807], [-1.45280, -0.07605, 2.23067], [3.52022, -2.18686, -1.27984], [2.72527, -1.86798, 0.27455], [0.98231, -2.31505, 0.43253], [3.25991, -1.29799, 1.34663], [2.50848, -1.13328, 2.52694], [1.97498, -0.92820, 3.52518], [4.62247, -0.80489, 1.31281], [5.75322, -0.57801, 1.25423], [-1.32291, 2.95037, -0.03909], [-1.56625, 2.36925, -1.20731], [-1.04737, 1.17739, -1.54558], [-1.40597, 0.86749, -2.85163], [-2.23782, 1.69554, -3.51025], [-2.53605, 3.07071, -2.44670], [-0.86260, -0.41577, -3.43430], [-1.14592, -0.88901, -4.64675], [-0.40585, -2.39680, -4.86938], [0.36680, -2.32252, -3.30079], [0.00422, -1.20838, -2.65024], [1.14874, -3.26660, -2.81453], [-0.80850, 2.38094, 0.62587], [-1.88150, 3.66933, 0.29981], [-2.59993, 1.70191, -4.50792], [-1.75795, -0.39340, -5.42990], [1.51998, -4.04139, -3.31804], [1.86011, -3.01918, -2.03586], [-2.37242, -2.88077, -1.33872], [-2.19382, -1.41251, -0.08642], [-3.73906, -0.31279, -0.34458], [-2.42570, -2.24008, 1.68142], [-3.25504, -3.49744, -0.97310], [-1.44952, -3.46978, -1.26416], [-2.53057, -2.50717, -2.32408], [-4.60385, -0.92596, -0.09892], [-3.77684, 0.14459, -1.32862], [-3.65326, 0.52163, 0.39394], [-1.51707, -2.53146, 2.15093], [-3.13420, -3.06923, 1.54469], [-2.96131, -1.56489, 2.30807]]}

=====

Record 4
{"formula": "C23H21AuFN6O", "method": "the ωB97M-V functional and the def2-TZVPD basis", "e_above_lowest_kj_mol": 0.00, "gap_ev": 7.94, "total_charge": 1, "symbols": ["Au", "O", "C", "N", "C", "C", "C", "C", "C", "C", "N", "C", "C", "C", "C", "C", "N", "H", "H", "H", "H", "H", "H", "H", "H", "H", "H", "N", "C", "C", "N", "C", "C", "N", "H", "H", "H", "H", "H", "F", "C", "C", "C", "C", "C", "C", "C", "H", "H", "H", "H", "H", "H"], "coordinates": [[-0.41460, 0.60543, 1.14610], [-2.56945, -0.05679, 4.51162], [-1.84364, -0.10716, 3.53809], [-2.05151, 0.42151, 2.32401], [-3.13191, 1.33691, 2.06331], [-2.87216, 2.04133, 0.75609], [-3.84602, 2.84542, 0.18081], [-3.59392, 3.49284, -1.01111], [-2.35848, 3.32188, -1.62345], [-1.42864, 2.51329, -1.01615], [-1.67363, 1.88823, 0.14675], [-0.50290, -0.82942, 3.59133], [-0.17727, -1.63249, 4.66116], [1.03703, -2.30296, 4.65515], [1.89001, -2.14754, 3.57387], [1.51691, -1.31442, 2.53673], [0.35021, -0.66733, 2.55508], [-3.23338, 2.08310, 2.86017], [-4.09607, 0.82234, 1.99782], [-4.79767, 2.94796, 0.68399], [-4.35004, 4.12069, -1.46261], [-2.11412, 3.80573, -2.55747], [-0.45865, 2.35090, -1.45943], [-0.89175, -1.70845, 5.46919], [1.31285, -2.94197, 5.48312], [2.84251, -2.65483, 3.52623], [2.15895, -1.14126, 1.68704], [-2.70830, -2.71951, -3.59538], [-2.47112, -2.66917, -2.25376], [-1.70351, -1.63819, -1.67579], [-1.50978, -1.57003, -0.37422], [-2.07085, -2.51370, 0.38764], [-2.82234, -3.52319, -0.18301], [-3.02462, -3.60839, -1.49354], [-2.10212, -2.22303, -4.22324], [-3.11954, -3.57008, -3.94238], [-1.25050, -0.87160, -2.29726], [-1.92566, -2.45081, 1.45878], [-3.27837, -4.29125, 0.43016], [5.85254, 2.37349, 2.88063], [4.76561, 2.00164, 2.19001], [4.85792, 0.94045, 1.31371], [3.72169, 0.56310, 0.61129], [2.50968, 1.22975, 0.77593], [1.29845, 0.81547, -0.00125], [2.46530, 2.30470, 1.66675], [3.58444, 2.69722, 2.37898], [5.80245, 0.42992, 1.18575], [3.78674, -0.26327, -0.08814], [1.45192, -0.14557, -0.49864], [1.08656, 1.54753, -0.78181], [1.53519, 2.84392, 1.80928], [3.55858, 3.52709, 3.07164]]}